Record 1
Molecular formula: C23H30N2O3
Method: DFT, ωB97M-V/def2-TZVPD

Structure (XYZ):
```
58
Properties=species:S:1:pos:R:3
C -7.555 -1.466 1.596
C -6.431 -0.444 1.536
H -5.851 -0.463 2.470
H -6.844 0.565 1.397
O -5.606 -0.788 0.442
C -4.473 -0.060 0.196
C -4.120 1.067 0.931
C -2.985 1.799 0.638
C -2.152 1.403 -0.396
C -2.489 0.275 -1.131
C -3.632 -0.470 -0.859
O -3.827 -1.513 -1.716
C -4.623 -2.632 -1.367
C -4.037 -3.430 -0.207
H -4.620 -4.335 -0.055
H -3.007 -3.705 -0.423
H -4.057 -2.843 0.707
H -4.620 -3.239 -2.277
H -5.650 -2.332 -1.144
H -1.877 -0.045 -1.961
C -0.969 2.243 -0.756
O -1.097 3.415 -1.066
N 0.238 1.625 -0.755
C 0.530 0.353 -0.138
H 1.069 -0.272 -0.861
C 1.400 0.575 1.116
N 2.602 1.339 0.857
C 3.678 0.588 0.237
H 3.333 -0.107 -0.544
C 4.462 -0.204 1.298
C 5.675 -0.835 0.680
C 5.601 -2.095 0.101
C 6.709 -2.661 -0.504
C 7.909 -1.972 -0.539
C 7.993 -0.713 0.033
C 6.883 -0.150 0.635
H 6.953 0.832 1.082
H 8.927 -0.171 0.010
H 8.775 -2.413 -1.009
H 6.637 -3.644 -0.947
H 4.668 -2.640 0.129
H 4.751 0.486 2.091
H 3.821 -0.974 1.730
H 4.364 1.296 -0.233
C 2.261 2.589 0.206
C 1.429 2.389 -1.068
H 2.011 1.845 -1.821
H 1.111 3.349 -1.477
H 1.674 3.180 0.917
H 3.176 3.137 -0.023
H 0.809 1.130 1.853
H 1.671 -0.389 1.549
H -0.394 -0.152 0.140
H -2.749 2.682 1.210
H -4.753 1.399 1.738
H -8.215 -1.240 2.429
H -7.145 -2.464 1.726
H -8.127 -1.444 0.672
```

SMILES: CCOc1ccc(C(=O)N2CCN(CCc3ccccc3)CC2)cc1OCC
Frontier orbital gap in eV: 8.749
LUMO level in eV: 0.7
Total charge: 0
Electronic energy in a.u.: -1229.64396
HOMO level in eV: -8.057

Record 2
Molecular formula: C46H57AsF6N5O18S4
Method: DFT, ωB97M-V/def2-TZVPD

Structure (XYZ):
```
137
Properties=species:S:1:pos:R:3
As -0.110 0.073 -0.054
F -0.416 1.791 0.361
F 1.324 0.082 1.051
F 0.214 -1.656 -0.392
F -1.460 0.054 -1.243
F 1.022 0.558 -1.392
F -1.183 -0.498 1.265
C 4.324 3.897 0.538
C 5.606 4.159 1.035
C 6.089 3.270 1.951
C 5.341 2.130 2.373
C 4.098 1.883 1.739
C 3.582 2.801 0.872
N 6.006 1.136 3.295
O 7.154 1.357 3.730
O 5.449 0.072 3.408
H 3.978 4.622 -0.184
H 6.189 4.968 0.618
H 7.109 3.278 2.306
H 3.551 0.984 1.980
H 2.610 2.608 0.442
C 4.338 1.902 -2.268
C 5.737 1.993 -2.061
C 6.389 3.041 -2.625
C 5.697 3.997 -3.383
C 4.308 3.866 -3.700
C 3.601 2.827 -3.040
N 6.425 5.085 -4.014
O 7.475 5.448 -3.460
O 5.969 5.619 -5.024
H 3.864 1.080 -1.754
H 6.321 1.296 -1.478
H 7.463 3.008 -2.514
H 3.696 4.514 -4.310
H 2.557 2.664 -3.260
C -3.555 -2.675 0.699
C -4.438 -3.430 1.336
C -5.352 -4.188 0.541
C -5.401 -4.015 -0.821
C -4.455 -3.191 -1.414
C -3.508 -2.536 -0.697
N -6.407 -4.775 -1.574
O -7.112 -5.524 -0.866
O -6.524 -4.695 -2.759
H -2.947 -2.009 1.293
H -4.523 -3.505 2.410
H -6.018 -4.777 1.155
H -4.535 -3.026 -2.479
H -2.787 -1.902 -1.191
C -4.693 3.224 -0.242
C -5.926 3.460 0.282
C -6.586 2.437 1.037
C -5.859 1.237 1.283
C -4.563 1.130 0.817
C -3.977 2.093 0.039
N -6.441 0.149 2.026
O -7.699 0.120 2.076
O -5.706 -0.679 2.574
H -4.322 4.077 -0.791
H -6.466 4.381 0.119
H -7.581 2.621 1.416
H -4.042 0.243 1.145
H -2.925 2.048 -0.197
C 4.536 -1.316 0.534
C 5.389 -2.150 1.369
C 4.948 -3.477 1.606
C 3.820 -3.918 1.028
C 3.082 -3.135 0.136
C 3.437 -1.821 -0.136
N 3.308 -5.260 1.292
O 3.946 -6.017 1.993
O 2.307 -5.675 0.730
H 4.852 -0.300 0.349
H 6.339 -1.799 1.744
H 5.480 -4.039 2.360
H 2.143 -3.455 -0.291
H 2.794 -1.277 -0.813
C -0.887 2.594 -3.232
C -2.125 3.518 -3.083
C -2.887 3.599 -4.422
S -1.620 3.197 -5.788
O -1.287 4.279 -6.670
O -1.976 1.884 -6.319
C -0.199 2.983 -4.570
H -1.211 1.554 -3.230
H -0.169 2.623 -2.412
H -1.824 4.512 -2.751
H -2.895 3.202 -2.380
H -3.332 4.585 -4.551
H -3.779 2.972 -4.447
H 0.333 3.928 -4.455
H 0.549 2.290 -4.955
C -2.487 0.930 5.370
C -1.962 0.806 3.914
C -2.109 2.166 3.170
S -2.214 3.547 4.418
O -3.568 4.118 4.360
O -1.044 4.431 4.430
C -2.153 2.321 5.847
H -2.187 0.136 6.054
H -3.573 0.853 5.320
H -2.500 -0.019 3.447
H -0.887 0.628 3.933
H -3.109 2.131 2.737
H -1.444 2.483 2.367
H -2.737 2.686 6.692
H -1.126 2.419 6.199
C 0.885 -3.106 5.148
C 1.345 -3.125 3.744
C 0.099 -3.326 2.816
S -0.926 -4.577 3.721
O -0.708 -5.926 3.218
O -2.287 -4.036 3.874
C -0.016 -4.370 5.353
H 0.250 -2.232 5.292
H 1.554 -2.992 6.001
H 2.116 -3.890 3.651
H 1.805 -2.183 3.444
H 0.185 -3.627 1.772
H -0.584 -2.476 2.814
H 0.622 -5.251 5.282
H -0.671 -4.489 6.216
C 0.642 -3.544 -4.272
C 0.923 -2.232 -5.046
C -0.261 -1.237 -4.896
S -1.771 -2.285 -4.550
O -2.242 -2.790 -5.856
O -2.667 -1.609 -3.653
C -0.751 -3.539 -3.660
H 1.391 -3.763 -3.511
H 0.804 -4.302 -5.038
H 1.073 -2.351 -6.119
H 1.825 -1.886 -4.541
H -0.422 -0.583 -5.754
H -0.118 -0.535 -4.075
H -1.334 -4.460 -3.666
H -0.694 -3.202 -2.625
```

Frontier orbital gap in eV: 8.075
LUMO level in eV: 0.5
Total charge: -1
Electronic energy in a.u.: -7842.53017
HOMO level in eV: -7.611

Record 3
Molecular formula: C28H52ClFO18S
Method: DFT, ωB97M-V/def2-TZVPD

Structure (XYZ):
```
101
Properties=species:S:1:pos:R:3
C -1.089 -4.489 0.753
C -1.633 -4.012 -0.709
O -2.931 -3.395 -0.487
C -3.271 -2.447 -1.529
C -2.792 -0.962 -1.152
F -3.767 0.067 -1.519
C -1.400 -0.498 -1.817
C -0.775 0.625 -0.801
O -3.110 -2.907 -2.906
C -4.102 -2.158 -3.632
O -3.924 -1.626 -4.755
O -5.276 -2.125 -2.797
C -4.883 -2.428 -1.433
C -5.671 -3.792 -1.112
C -7.225 -3.396 -0.791
C -7.411 -2.776 0.705
C -7.614 -1.157 0.633
S -6.583 -0.212 1.848
O -7.220 -0.072 3.216
O -6.353 1.206 1.340
Cl -4.706 -1.120 2.189
H -1.876 -5.054 1.359
H -0.775 -3.559 1.354
H -0.137 -5.097 0.536
H -0.847 -3.284 -1.108
H -1.648 -4.922 -1.402
H -2.643 -0.911 -0.014
H -0.671 -1.348 -2.044
H -1.564 0.074 -2.810
H -1.651 1.354 -0.605
H -0.564 0.123 0.219
H 0.157 1.132 -1.220
H -5.201 -1.743 -0.576
H -5.698 -4.456 -2.062
H -5.268 -4.380 -0.216
H -7.857 -4.353 -0.837
H -7.630 -2.659 -1.570
H -8.409 -3.186 1.125
H -6.598 -3.103 1.438
H -7.251 -0.853 -0.426
H -8.732 -0.932 0.670
C -2.688 7.726 -3.226
C -1.905 7.278 -2.005
O -2.743 6.558 -1.094
C -3.005 5.284 -1.431
O -2.594 4.706 -2.410
O -3.825 4.766 -0.501
C -4.259 3.436 -0.787
H -3.576 8.288 -2.927
H -2.070 8.353 -3.873
H -3.036 6.869 -3.808
H -1.538 8.156 -1.468
H -1.032 6.681 -2.282
H -3.412 2.774 -0.979
H -4.942 3.444 -1.639
H -4.797 3.061 0.085
C 4.400 -7.563 4.480
C 3.104 -7.944 3.789
O 2.815 -7.047 2.708
C 3.513 -7.256 1.580
O 4.337 -8.121 1.400
O 3.155 -6.315 0.687
C 3.893 -6.367 -0.532
H 4.377 -6.515 4.790
H 4.568 -8.191 5.358
H 5.254 -7.677 3.808
H 2.276 -7.858 4.497
H 3.122 -8.979 3.437
H 3.861 -7.365 -0.975
H 4.925 -6.056 -0.356
H 3.435 -5.666 -1.232
C 3.877 2.680 1.572
C 4.060 1.738 0.397
O 4.838 0.594 0.770
C 4.183 -0.350 1.463
O 3.017 -0.324 1.783
O 5.056 -1.329 1.766
C 4.499 -2.355 2.583
H 4.844 2.946 2.005
H 3.364 3.592 1.260
H 3.291 2.211 2.367
H 4.613 2.250 -0.395
H 3.099 1.431 -0.028
H 3.583 -2.758 2.144
H 4.309 -1.971 3.587
H 5.229 -3.163 2.654
C 6.064 7.051 -2.729
C 5.018 7.350 -1.671
O 5.140 6.454 -0.559
C 6.133 6.731 0.301
O 6.908 7.655 0.225
O 6.135 5.783 1.256
C 7.205 5.906 2.191
H 6.023 5.999 -3.022
H 5.909 7.673 -3.612
H 7.072 7.236 -2.351
H 4.022 7.194 -2.092
H 5.067 8.390 -1.337
H 7.238 6.907 2.628
H 8.153 5.666 1.705
H 7.034 5.186 2.993
```

SMILES: CCO[C@@]1([C@H](F)CC)OC(=O)O[C@H]1CCCCS(=O)(=O)Cl.CCOC(=O)OC.CCOC(=O)OC.CCOC(=O)OC.CCOC(=O)OC
Frontier orbital gap in eV: 9.454
LUMO level in eV: -1.2
Total charge: 0
Electronic energy in a.u.: -3410.53765
HOMO level in eV: -10.630

Record 4
Molecular formula: C15H20N2O3
Method: DFT, ωB97M-V/def2-TZVPD

Structure (XYZ):
```
40
Properties=species:S:1:pos:R:3
C 0.560 -4.322 -3.599
C 1.310 -4.817 -2.501
C 1.343 -3.932 -1.238
C 0.131 -3.835 -0.586
O 0.282 -3.002 0.390
C 0.460 -1.777 0.457
C 0.418 -1.062 -0.670
C 0.179 0.339 -0.716
C 0.418 0.982 0.489
C 0.676 0.348 1.704
C 0.494 -1.220 1.812
H 0.622 -1.793 2.544
H 0.905 0.901 2.473
C 0.603 2.493 0.620
O 1.296 3.080 -0.364
N 0.075 3.156 1.515
C -1.056 2.827 2.156
H -1.317 1.683 1.941
C -2.607 3.606 2.064
O -3.474 3.102 2.522
N -2.388 4.706 1.300
H -3.122 5.085 1.355
C -1.160 5.215 0.907
C 0.183 4.564 1.634
H 0.716 4.870 0.928
H 0.074 5.051 2.583
H -1.007 6.447 0.797
H -1.217 5.000 -0.179
H -0.860 2.681 3.316
H 0.237 0.969 -1.511
H -0.099 -1.537 -1.582
H -0.720 -3.511 -1.321
H -0.192 -4.871 -0.145
H 1.878 -3.019 -1.755
H 2.259 -4.443 -0.692
H 2.233 -5.213 -2.753
H 0.773 -5.878 -2.343
H 1.092 -3.425 -3.776
H 0.516 -5.053 -4.509
H -0.512 -4.394 -3.269
```

SMILES: CCCCOc1ccc(C(=O)N2CCNC(=O)C2)cc1
Frontier orbital gap in eV: 8.772
LUMO level in eV: 0.5
Total charge: 0
Electronic energy in a.u.: -918.39997
HOMO level in eV: -8.314

Record 5
Molecular formula: CH2I4Si
Method: DFT, ωB97M-V/def2-TZVPD

Structure (XYZ):
```
8
Properties=species:S:1:pos:R:3
C -1.902 -0.264 -0.514
Si 1.325 0.473 0.321
I -1.983 -2.025 0.433
I 1.953 -1.993 0.366
I 1.939 1.800 -1.641
I 2.266 1.581 2.422
H -1.968 -0.207 -1.565
H -1.630 0.635 0.178
```

Frontier orbital gap (alpha / beta) in eV: 7.204 / 5.923
LUMO level (alpha / beta) in eV: -1.0 / -2.4
Total charge: 0
Electronic energy in a.u.: -1519.55925
HOMO level (alpha / beta) in eV: -8.218 / -8.353

Record 6
Molecular formula: C3H4O3
Method: DFT, ωB97M-V/def2-TZVPD

Structure (XYZ):
```
10
Properties=species:S:1:pos:R:3
O -0.546 -0.329 -2.553
C -0.343 -0.286 -1.380
O -0.190 -1.391 -0.559
C 0.559 -1.320 0.578
C -0.184 0.862 0.748
O -0.341 0.868 -0.653
H -0.047 -0.248 1.242
H 1.522 -0.821 0.312
H -1.113 1.198 1.229
H 0.683 1.466 1.035
```

Frontier orbital gap in eV: 9.436
LUMO level in eV: -0.1
Total charge: 0
Electronic energy in a.u.: -342.28603
HOMO level in eV: -9.555

- Number 1 is which compound?
  C23H30N2O3